Record 1
Below is a 9-piece molecular cluster, C64H144N9O3 overall, with properties calculated with ωB97M-V/def2-TZVPD.

highest occupied orbital energy = -16.539 eV
maximum force = 4.254 eV Å⁻¹
2S+1 = 1
LUMO = -9.83 eV
total charge = +7
HOMO-LUMO gap = 6.714 eV

Each line ends with the Löwdin charge.
Geometry (Å):
C (-6.39552, -1.69920, -11.11286)  -0.104
C (-6.55000, -1.97686, -9.70013)  -0.275
C (-5.79208, -0.95774, -8.83843)  -0.126
N (-5.67586, -1.24345, -7.34862)  -0.262
C (-6.98338, -1.68408, -6.76865)  0.041
C (-4.61136, -2.33098, -7.09939)  -0.087
C (-4.09321, -2.04561, -5.67706)  -0.149
C (-4.47193, -0.58704, -5.34515)  -0.136
C (-5.06904, -0.00881, -6.60571)  -0.070
H (-6.71900, -0.67798, -11.31428)  0.099
H (-6.95322, -2.43518, -11.69201)  0.107
H (-5.33841, -1.80048, -11.35853)  0.093
H (-6.09717, -2.96477, -9.61595)  0.123
H (-7.60245, -1.97103, -9.41658)  0.120
H (-6.32044, -0.00611, -8.89629)  0.143
H (-4.82678, -0.77318, -9.30984)  0.134
H (-7.58512, -0.78279, -6.65171)  0.121
H (-6.70407, -2.10041, -5.80079)  0.106
H (-7.48970, -2.43555, -7.37447)  0.110
H (-4.92159, -3.36604, -7.24260)  0.142
H (-3.78904, -2.06364, -7.76303)  0.130
H (-4.32356, -2.87807, -5.01219)  0.115
H (-3.01477, -2.14863, -5.79722)  0.111
H (-5.33737, -0.51848, -4.68605)  0.113
H (-3.63485, -0.05617, -4.89174)  0.126
H (-5.87715, 0.72100, -6.55627)  0.142
H (-4.32462, 0.29047, -7.34352)  0.132
C (9.69144, 3.42343, -0.06681)  -0.080
C (8.22000, 3.85222, 0.01917)  -0.219
C (7.42842, 3.37318, 1.24789)  -0.113
N (6.03196, 4.08056, 1.33942)  -0.233
C (5.28123, 3.87209, -0.01816)  0.073
C (6.11711, 5.55329, 1.67116)  -0.132
C (4.80512, 5.92660, 2.28333)  -0.155
C (4.26910, 4.65015, 2.90055)  -0.148
C (5.26008, 3.54895, 2.56209)  -0.086
H (10.15605, 3.64346, -1.02797)  0.084
H (9.91723, 2.37530, 0.12955)  0.082
H (10.43615, 3.90959, 0.56340)  0.083
H (7.68729, 3.30439, -0.75812)  0.098
H (8.05961, 4.92573, -0.08061)  0.113
H (8.01408, 3.55641, 2.14874)  0.132
H (7.28560, 2.29300, 1.27822)  0.135
H (5.83408, 4.35787, -0.82219)  0.101
H (4.33350, 4.35952, 0.21058)  0.101
H (5.26492, 2.78459, -0.09011)  0.114
H (6.31920, 6.28995, 0.89360)  0.141
H (6.97800, 5.71278, 2.32043)  0.147
H (4.20113, 6.35322, 1.48253)  0.119
H (4.89949, 6.69040, 3.05522)  0.134
H (3.34003, 4.27151, 2.47445)  0.115
H (3.99247, 4.67534, 3.95457)  0.123
H (4.81581, 2.60397, 2.24947)  0.135
H (6.01770, 3.28510, 3.29999)  0.134
C (-2.96923, -1.45561, 9.50649)  -0.086
C (-1.93437, -0.41822, 9.52289)  -0.292
C (-0.78292, -0.48292, 8.53349)  -0.101
N (0.20684, 0.76517, 8.56209)  -0.215
C (-0.54273, 1.93295, 7.83145)  0.054
C (1.54410, 0.36485, 7.94190)  -0.064
C (2.59717, 1.21318, 8.75651)  -0.152
C (1.87476, 2.09585, 9.69432)  -0.160
C (0.64938, 1.22057, 9.98445)  -0.084
H (-3.63114, -1.59007, 10.36200)  0.102
H (-2.30554, -2.31455, 9.40730)  0.085
H (-3.65066, -1.39216, 8.65812)  0.085
H (-1.49237, -0.31520, 10.51391)  0.120
H (-2.42770, 0.52635, 9.29373)  0.102
H (-1.13057, -0.75824, 7.53778)  0.139
H (-0.28143, -1.36072, 8.94099)  0.128
H (-1.43777, 2.19486, 8.39572)  0.103
H (-0.61058, 1.49827, 6.83418)  0.102
H (0.00649, 2.86356, 7.68846)  0.102
H (1.40159, 0.69185, 6.91192)  0.120
H (1.66885, -0.71784, 7.92443)  0.128
H (3.30356, 1.81876, 8.18873)  0.122
H (3.18731, 0.48954, 9.31881)  0.123
H (1.75784, 3.12454, 9.35338)  0.126
H (2.37367, 2.05409, 10.66254)  0.135
H (-0.22773, 1.66152, 10.45810)  0.133
H (0.87310, 0.38377, 10.64612)  0.146
C (1.59500, -4.86323, -3.55010)  -0.089
C (1.88349, -6.01997, -4.55537)  -0.208
C (0.70954, -6.21808, -5.54482)  -0.118
N (0.57418, -7.67549, -6.14571)  -0.247
C (1.90562, -8.11265, -6.79681)  0.072
C (0.09993, -8.65324, -5.02775)  -0.088
C (-0.61279, -9.81873, -5.77342)  -0.107
C (-1.29892, -9.07198, -6.98140)  -0.125
C (-0.55532, -7.74544, -7.16736)  -0.103
H (0.86903, -5.04545, -2.75773)  0.074
H (1.33562, -3.89855, -3.98624)  0.074
H (2.47963, -4.62744, -2.95856)  0.075
H (2.09584, -6.96137, -4.04862)  0.105
H (2.74254, -5.78473, -5.18370)  0.111
H (0.75623, -5.48849, -6.35330)  0.130
H (-0.23771, -5.98166, -5.06013)  0.116
H (2.70457, -8.03438, -6.05949)  0.103
H (1.99851, -7.35485, -7.57476)  0.115
H (1.68087, -9.13811, -7.09009)  0.116
H (0.93504, -9.09991, -4.48814)  0.133
H (-0.66153, -8.21854, -4.38022)  0.134
H (0.13806, -10.53476, -6.10752)  0.116
H (-1.35824, -10.20627, -5.07899)  0.123
H (-1.33687, -9.53947, -7.96533)  0.120
H (-2.37874, -8.95209, -6.89349)  0.115
H (-0.05068, -7.71311, -8.13297)  0.130
H (-1.16381, -6.86646, -6.95466)  0.124
C (-9.47957, -1.30296, 4.16917)  -0.086
C (-8.41111, -2.40934, 4.02516)  -0.209
C (-7.81415, -2.32038, 2.57456)  -0.079
N (-6.50576, -3.19652, 2.45508)  -0.209
C (-5.41051, -2.86781, 3.49209)  0.020
C (-6.02477, -3.10948, 0.97803)  -0.089
C (-6.81275, -4.15598, 0.13249)  -0.155
C (-7.07824, -5.26332, 1.12109)  -0.153
C (-6.88654, -4.73236, 2.54271)  -0.059
H (-10.36746, -1.56366, 3.59316)  0.085
H (-9.12353, -0.34637, 3.78673)  0.076
H (-9.80028, -1.27193, 5.21046)  0.089
H (-8.86274, -3.36333, 4.29727)  0.112
H (-7.61742, -2.13705, 4.72087)  0.099
H (-7.48011, -1.29608, 2.40929)  0.122
H (-8.46239, -2.55994, 1.73165)  0.135
H (-5.32883, -1.78362, 3.56927)  0.105
H (-4.38011, -3.10212, 3.22475)  0.102
H (-5.63502, -3.42057, 4.40432)  0.105
H (-4.98587, -3.43903, 0.99134)  0.128
H (-6.15113, -2.10744, 0.56809)  0.128
H (-6.27810, -4.53515, -0.73841)  0.122
H (-7.72594, -3.63975, -0.16365)  0.108
H (-6.41838, -6.09581, 0.87686)  0.125
H (-8.10394, -5.58712, 0.94442)  0.127
H (-6.05910, -5.24154, 3.03685)  0.127
H (-7.71341, -4.90467, 3.23169)  0.125
C (-1.38199, 9.35372, 1.66016)  -0.092
C (-2.50982, 8.51800, 1.14701)  -0.258
C (-2.53260, 7.16930, 1.85077)  -0.099
N (-3.72100, 6.18889, 1.51213)  -0.248
C (-3.73685, 6.03394, -0.01268)  0.022
C (-3.60002, 4.80034, 2.14831)  -0.076
C (-4.33633, 4.94992, 3.52840)  -0.122
C (-5.44676, 6.00751, 3.27537)  -0.120
C (-5.02609, 6.76353, 2.00957)  -0.102
H (-0.43106, 8.82320, 1.61136)  0.084
H (-1.59327, 9.83308, 2.61602)  0.095
H (-1.24357, 10.21173, 1.00231)  0.093
H (-2.21211, 8.23936, 0.13615)  0.106
H (-3.43796, 9.08008, 1.04341)  0.126
H (-2.67845, 7.22116, 2.92972)  0.137
H (-1.55243, 6.75072, 1.62240)  0.133
H (-4.57150, 5.37100, -0.24065)  0.104
H (-2.79969, 5.61332, -0.37726)  0.116
H (-4.04532, 7.02055, -0.35843)  0.104
H (-4.11726, 4.05691, 1.54179)  0.128
H (-2.56304, 4.46732, 2.19160)  0.133
H (-4.83873, 4.00210, 3.72162)  0.113
H (-3.66118, 5.26557, 4.32378)  0.111
H (-6.38377, 5.54123, 2.97090)  0.118
H (-5.63832, 6.60698, 4.16534)  0.127
H (-5.76544, 6.74000, 1.20901)  0.136
H (-4.90585, 7.83128, 2.19279)  0.130
C (1.65773, 3.46148, -5.42250)  -0.094
C (2.47968, 4.42556, -6.29827)  -0.216
C (1.47592, 5.29884, -7.02999)  -0.131
N (2.07944, 6.00442, -8.26682)  -0.229
C (2.66177, 5.01388, -9.31815)  0.054
C (3.22094, 6.94351, -7.80206)  -0.063
C (2.78217, 8.35115, -8.38162)  -0.122
C (1.28756, 8.31223, -8.26062)  -0.167
C (0.95101, 6.93366, -8.81918)  -0.089
H (1.07606, 2.74359, -6.00076)  0.077
H (0.87668, 3.90863, -4.80759)  0.074
H (2.22973, 2.86721, -4.70992)  0.077
H (3.11067, 3.82562, -6.95404)  0.103
H (3.23866, 5.05139, -5.82883)  0.108
H (1.12999, 6.10982, -6.38910)  0.137
H (0.64227, 4.76512, -7.48636)  0.131
H (1.91679, 4.33180, -9.72787)  0.110
H (3.44674, 4.41536, -8.85589)  0.092
H (3.01488, 5.69562, -10.09186)  0.114
H (4.22425, 6.72298, -8.16653)  0.134
H (3.34574, 6.96124, -6.71938)  0.119
H (3.15961, 8.56363, -9.38187)  0.132
H (2.98759, 9.23402, -7.77628)  0.128
H (0.67867, 9.05517, -8.77579)  0.139
H (0.89940, 8.32192, -7.24213)  0.118
H (0.99707, 6.89251, -9.90744)  0.135
H (-0.01491, 6.47397, -8.60996)  0.128
C (5.36609, -3.53407, 4.04175)  -0.096
C (6.66519, -4.08357, 4.69348)  -0.215
C (6.33203, -5.25295, 5.66750)  -0.102
N (7.55188, -5.80379, 6.51935)  -0.238
C (8.60612, -6.46989, 5.55048)  0.051
C (7.08401, -6.93867, 7.45805)  -0.083
C (7.79332, -6.77058, 8.86857)  -0.106
C (8.82166, -5.64450, 8.60360)  -0.130
C (8.15086, -4.75874, 7.50277)  -0.069
H (4.97915, -4.37853, 3.47142)  0.069
H (5.44997, -2.77507, 3.26394)  0.076
H (4.51985, -3.31356, 4.69239)  0.075
H (6.97252, -3.23051, 5.29840)  0.096
H (7.51016, -4.31398, 4.04461)  0.110
H (5.98294, -6.11745, 5.10281)  0.132
H (5.59231, -4.88869, 6.38041)  0.123
H (8.24992, -7.26838, 4.89961)  0.113
H (9.16411, -7.01077, 6.31480)  0.096
H (9.24607, -5.74247, 5.05106)  0.104
H (7.21389, -7.93012, 7.02418)  0.133
H (6.03842, -6.71286, 7.66751)  0.119
H (8.35462, -7.64280, 9.20365)  0.121
H (7.07334, -6.59296, 9.66744)  0.119
H (9.81785, -5.91346, 8.25238)  0.121
H (8.93912, -4.94512, 9.43135)  0.123
H (8.87500, -4.27194, 6.84952)  0.126
H (7.30798, -4.12946, 7.78854)  0.133
N (-0.18097, 0.38903, 1.08569)  -0.697
O (0.04998, 0.42457, 2.28812)  -0.098
O (-1.28328, 0.16638, 0.55402)  -0.103
O (0.82343, 0.42092, 0.37364)  -0.101


Record 2
Below is a 2-piece molecular cluster, CH4INO2 overall, with properties calculated with ωB97M-V/def2-TZVPD.

highest occupied orbital energy = -8.968 eV
maximum force = 4.877 eV Å⁻¹
2S+1 = 1
SMILES string = [NH3+][O-].O=CI
LUMO = 0.41 eV
HOMO-LUMO gap = 9.377 eV

Each line ends with the Löwdin charge.
Geometry (Å):
C (-0.62232, 1.15639, 0.80150)  -0.819
N (0.53798, -0.97229, -0.91965)  -0.072
O (-1.28805, 0.72359, -0.03037)  -0.067
O (1.24221, -0.50426, 0.15454)  -0.339
I (-0.64287, 0.50879, 2.82496)  0.758
H (-0.07214, 2.18650, 0.75014)  0.093
H (-0.46356, -1.35696, -0.54425)  0.207
H (0.18559, -0.24074, -1.46026)  0.083
H (1.12316, -1.50102, -1.57662)  0.155


Record 3
Below is one molecule with the formula C5H5NO, with properties calculated with ωB97M-V/def2-TZVPD.

highest occupied orbital energy = -9.837 eV
maximum force = 12.657 eV Å⁻¹
2S+1 = 1
SMILES string = C#C[C@H]1CN1C=O
LUMO = 0.51 eV
HOMO-LUMO gap = 10.351 eV

Each line ends with the Löwdin charge.
Geometry (Å):
C (-1.99595, -0.71792, -0.16718)  -0.272
C (-0.36333, 1.05824, -0.05653)  -0.012
C (0.26862, -0.12436, 0.15609)  -0.508
C (1.63992, -0.30346, -0.22047)  -0.045
C (3.01270, -0.19060, -0.06523)  0.103
H (-2.25528, -1.77776, 0.22865)  0.163
H (-1.12190, 1.49386, 0.59094)  0.124
H (0.11902, 1.79286, -0.74429)  0.146
H (0.24138, -0.74950, 1.15923)  0.199
H (4.22321, -0.27482, -0.20733)  0.083
N (-0.79684, -0.28150, -0.64268)  0.033
O (-2.97155, 0.07496, -0.03120)  -0.012


Record 4
Below is one molecule with the formula C4H8O3, with properties calculated with ωB97M-V/def2-TZVPD.

highest occupied orbital energy = -10.246 eV
maximum force = 0.543 eV Å⁻¹
2S+1 = 1
SMILES string = C[C@@H](O)COC=O
LUMO = 0.84 eV
HOMO-LUMO gap = 11.087 eV

Each line ends with the Löwdin charge.
Geometry (Å):
C (-1.68619, 1.01318, -0.70958)  -0.043
C (-0.28619, 0.71220, -0.17506)  -0.427
O (-0.28616, 1.03880, 1.19589)  -0.033
C (0.05111, -0.75494, -0.42922)  -0.114
O (1.46865, -1.04823, -0.41711)  -0.007
C (2.07421, -1.16438, 0.75672)  -0.324
O (1.58597, -0.94785, 1.84208)  0.065
H (-2.35618, 0.15329, -0.59118)  0.084
H (-1.66820, 1.29584, -1.76640)  0.082
H (-2.10274, 1.83993, -0.13033)  0.084
H (0.45414, 1.32107, -0.72198)  0.148
H (0.35424, 0.47142, 1.65326)  0.055
H (-0.26088, -1.05430, -1.43189)  0.135
H (-0.45278, -1.38155, 0.31535)  0.145
H (3.11099, -1.49448, 0.60944)  0.151